# 1
ORCA calculation (ωB97M-V/def2-TZVPD) on a cluster of 2 separate species, C7H20N3 in total.

Geometry (Å):
C 0.603 -1.390 -0.419
C 2.891 -0.391 -0.280
C 0.968 0.721 0.870
C 1.862 -1.447 1.741
C 1.581 -0.627 0.478
H 0.390 -0.811 -1.334
H -0.347 -1.568 0.113
H 1.030 -2.364 -0.711
H 2.705 0.200 -1.193
H 3.607 0.159 0.355
H 3.345 -1.353 -0.569
H 0.023 0.567 1.418
H 1.662 1.283 1.518
H 0.760 1.324 -0.029
H 0.927 -1.625 2.298
H 2.304 -2.421 1.474
H 2.566 -0.909 2.398
C -1.962 1.389 -0.274
N -3.172 1.766 -0.693
N -1.473 0.210 -0.640
N -1.249 2.203 0.513
C -2.182 -0.737 -1.495
H -3.719 1.146 -1.295
H -3.552 2.673 -0.413
H -0.543 -0.047 -0.301
H -0.321 1.918 0.837
H -1.631 3.110 0.792
H -1.543 -1.625 -1.633
H -2.397 -0.301 -2.485
H -3.134 -1.056 -1.037

Properties
Calculated total energy in Ha: -442.7425
Total charge: +1
HOMO in eV: -14.30
Lowest unoccupied orbital energy in eV: -2.7

# 2
ORCA calculation (ωB97M-V/def2-TZVPD) on the molecule CH5PS.

Geometry (Å):
C 0.750 0.387 0.171
P -0.269 -1.140 0.179
S -2.338 0.096 -0.253
H 0.511 1.278 -0.574
H 1.780 0.043 -0.194
H 0.659 0.948 1.101
H -0.235 -1.596 -1.295
H -2.817 -0.322 0.867

Properties
2S+1: 3
Calculated total energy in Ha: -780.4682
HOMO (spin up / spin down) in eV: -5.70 / -8.95
Lowest unoccupied orbital energy (spin up / spin down) in eV: 0.8 / -3.2
<S²>: 2.0062

# 3
ORCA calculation (ωB97M-V/def2-TZVPD) on the molecule C2H7OPS.

Geometry (Å):
C -0.653 0.089 1.381
P 0.544 -0.437 -0.032
C 0.122 0.948 -1.136
O -0.259 -1.821 -0.587
S 2.443 -0.517 0.427
H -1.284 0.749 0.827
H -1.201 -0.862 1.697
H -0.147 0.496 2.237
H 0.608 0.852 -2.038
H -0.962 0.943 -1.249
H 0.372 1.905 -0.676
H 0.415 -2.347 -0.849

Properties
Calculated total energy in Ha: -895.2161
HOMO in eV: -8.85
Lowest unoccupied orbital energy in eV: 0.7

# 4
ORCA calculation (ωB97M-V/def2-TZVPD) on a structure of composition C3H10O3S.

Geometry (Å):
C 0.653 -0.132 0.635
O 1.329 -0.870 -0.269
C -0.915 -0.574 1.086
C -1.196 -1.776 0.210
S -2.953 -1.344 -0.661
H 1.092 -0.062 1.676
H 0.702 0.910 0.274
H -1.758 0.067 0.947
H -0.883 -0.814 2.164
H -1.359 -2.757 0.753
H -0.503 -1.826 -0.585
H -1.915 3.049 -1.264
H -0.666 2.485 -1.418
O -1.161 3.236 -1.453
H 2.504 -0.405 -0.319
H 3.381 0.802 -1.041
O 3.648 0.012 -0.736

Properties
Calculated total energy in Ha: -744.0547
Total charge: -2
HOMO in eV: 0.50
Lowest unoccupied orbital energy in eV: 6.1

# 5
ORCA calculation (ωB97M-V/def2-TZVPD) on a structure of composition C3H7N.

Geometry (Å):
C -0.077 -0.066 -1.098
C -0.027 -0.711 1.362
C -0.184 0.226 0.171
N 0.133 -0.847 -2.049
H -2.710 1.012 -0.495
H -0.869 -1.076 1.855
H 0.509 -0.042 1.937
H 0.566 -1.567 1.304
H -2.819 0.916 0.320
H 0.177 1.194 0.479
H -0.676 -1.055 -2.678

Properties
Calculated total energy in Ha: -173.1281
HOMO in eV: -8.74
Lowest unoccupied orbital energy in eV: 0.9

# 6
ORCA calculation (ωB97M-V/def2-TZVPD) on a structure of composition C7H15Br9N4O8.

Geometry (Å):
C -0.095 -0.740 0.639
N -1.533 -1.112 0.804
O -1.767 -2.122 1.376
O -2.392 -0.297 0.382
H 0.045 0.292 0.913
H 0.203 -0.957 -0.381
H 0.473 -1.351 1.325
C 0.954 -3.997 -3.580
N 1.295 -3.650 -2.214
O 0.418 -3.304 -1.494
O 2.427 -3.604 -1.955
H -0.101 -3.806 -3.740
H 1.248 -5.003 -3.819
H 1.472 -3.264 -4.200
C -1.682 2.558 5.045
N -2.093 2.480 3.624
O -1.191 2.551 2.779
O -3.300 2.319 3.384
H -1.107 3.463 5.190
H -0.959 1.749 5.196
H -2.537 2.388 5.668
C -1.292 0.141 -2.897
N -0.007 -0.429 -3.390
O 0.973 -0.304 -2.689
O -0.032 -1.065 -4.405
H -1.240 0.215 -1.825
H -2.104 -0.524 -3.160
H -1.404 1.092 -3.404
C 3.921 2.600 -0.393
Br 2.287 1.612 -0.338
Br 4.689 2.600 -2.131
Br 5.173 1.882 0.846
H 3.661 3.608 -0.157
C -4.267 2.692 0.128
Br -3.901 4.586 0.290
Br -4.423 2.253 -1.723
Br -5.816 2.226 1.096
H -3.394 2.230 0.542
C 3.620 -2.031 1.799
Br 4.106 -1.399 0.084
Br 2.459 -3.544 1.583
Br 2.719 -0.717 2.860
H 4.496 -2.316 2.340

Properties
Calculated total energy in Ha: -24262.3578
HOMO in eV: -9.84
Lowest unoccupied orbital energy in eV: -0.2

# 7
ORCA calculation (ωB97M-V/def2-TZVPD) on a structure of composition C4H6N2O2.

Geometry (Å):
C -0.857 -0.493 -0.041
C -2.114 0.280 -0.003
C 0.926 -1.479 0.050
C 0.685 0.044 0.387
N -0.546 -1.703 -0.230
N 1.222 1.172 -0.402
O -2.063 1.579 0.182
O -3.152 -0.357 -0.038
H 1.535 -1.749 -0.802
H 1.115 -1.854 0.981
H 0.701 0.337 1.368
H -1.179 1.910 -0.090
H 1.532 0.808 -1.382
H 2.196 1.505 0.019

Properties
Calculated total energy in Ha: -415.9290
HOMO in eV: -9.49
Lowest unoccupied orbital energy in eV: 0.1

# 8
ORCA calculation (ωB97M-V/def2-TZVPD) on the ion C5H9NO with charge +1.

Geometry (Å):
O -2.849 -0.163 2.426
C -2.036 0.578 1.903
N -1.209 0.152 0.912
C 0.050 0.865 0.636
C 0.630 0.541 -0.715
C 1.262 -0.814 -0.866
C 1.221 -1.517 -1.987
H -2.010 1.625 2.235
H -1.198 -0.871 0.839
H -0.209 1.922 0.695
H 0.791 0.544 1.376
H 1.416 1.305 -0.802
H -0.007 0.781 -1.568
H 1.763 -1.220 0.007
H 0.639 -1.287 -2.872
H 1.744 -2.442 -2.219

Properties
2S+1: 2
Calculated total energy in Ha: -325.5307
Total charge: +1
HOMO (spin up / spin down) in eV: -13.97 / -13.75
Lowest unoccupied orbital energy (spin up / spin down) in eV: -4.3 / -9.5
<S²>: 0.7808